Density functional theory data (ωB97M-V/def2-TZVPD) for a cluster of 11 separate species, C68H84N13O5S2 in total at a distorted geometry.

Frontier orbital gap ... 8.499 eV
DFT total energy ... -4525.57032 a.u.
HOMO level ... -10.3 eV
Maximum force ... 0.0673 Eh/bohr
Charge ... +1

Cartesian coordinates (Å):
S -0.362 -1.312 3.972
S -4.503 0.203 -0.495
O -3.250 2.024 1.076
O -1.047 4.951 4.832
O 1.437 0.235 2.026
O -1.221 -0.364 3.378
O 0.245 -0.840 5.165
N 2.447 1.758 -5.907
N 0.881 -1.805 2.793
N -3.931 7.696 -0.195
N -2.508 1.940 -0.973
N -1.738 4.588 -9.897
N 0.612 -5.642 3.605
N -1.783 2.887 -0.256
N 0.689 -4.988 -0.624
N 3.278 -5.001 7.047
N 4.307 -6.160 1.831
N -2.437 0.948 -5.177
N -4.026 -4.515 0.182
N -1.857 10.848 -2.671
C -3.767 -7.271 -0.112
C 1.246 -5.881 4.759
C -0.634 4.807 -10.609
C 3.222 2.794 3.619
C 1.845 -5.271 -1.225
C 1.355 2.436 -6.259
C -0.287 8.726 -3.560
C -1.973 3.649 -5.668
C -0.567 5.692 -11.674
C 1.968 -6.179 -2.265
C -0.230 -0.977 0.563
C -0.383 -7.458 5.469
C -3.791 -5.065 -1.005
C 3.278 -6.981 2.051
C 2.314 -1.639 3.231
C -2.831 5.266 -10.245
C 2.713 -2.275 4.546
C -2.005 9.620 -2.172
C -1.056 -7.227 4.278
C -0.382 -6.558 -2.092
C 3.553 1.976 -6.618
C -2.198 2.772 -6.717
C -4.136 -5.339 1.225
C 0.939 -0.981 1.537
C -2.873 6.171 -11.295
C 0.794 -6.770 5.719
C -1.247 8.531 -2.580
C 1.315 3.341 -7.311
C 4.984 -4.181 8.525
C 0.329 4.954 4.521
C -0.520 -6.314 3.384
C 2.432 -0.104 3.039
C 5.453 -7.989 0.784
C -1.714 6.387 -12.022
C 5.949 -4.908 7.849
C -4.691 5.424 -0.179
C 5.565 -5.685 6.769
C 5.369 -6.671 1.207
C -2.231 2.913 0.917
C -1.250 -2.818 4.352
C -0.928 11.016 -3.611
C -0.122 9.995 -4.090
C -1.328 -2.035 0.815
C -5.906 5.810 0.362
C 4.226 -5.699 6.412
C -2.426 1.438 -6.417
C -6.120 7.154 0.621
C 0.782 3.623 3.949
C -3.347 1.473 -0.140
C 3.775 0.458 2.663
C -0.397 -5.629 -1.062
C 4.376 -8.826 1.024
C 2.476 3.554 -8.035
C 3.622 2.859 -7.684
C -1.982 3.163 -4.371
C -3.743 6.400 -0.436
C -1.437 6.223 5.315
C -5.105 8.052 0.324
C 3.737 1.964 2.419
C 2.134 3.822 3.207
C -2.216 1.809 -4.180
C 0.830 -6.835 -2.705
C 3.672 -4.264 8.087
C -3.650 -6.428 -1.204
C 3.263 -8.315 1.672
C -4.021 -6.717 1.133
C -3.350 -1.211 -0.466
C -2.726 -1.387 0.918
H -3.449 -6.818 -2.191
H -0.580 -3.663 4.174
H 3.761 -2.550 4.497
H -2.778 6.136 -0.857
H 2.488 4.253 -8.863
H -1.289 -7.050 -2.405
H 2.712 -4.739 -0.849
H 2.157 -5.321 4.907
H -6.672 5.077 0.578
H 4.425 1.409 -6.311
H -3.913 -2.097 -0.743
H -1.128 -2.712 1.644
H -2.227 1.387 -3.184
H -2.600 -1.001 -1.228
H -2.196 3.117 -7.744
H 0.900 2.887 4.738
H 0.239 4.239 -10.305
H -2.077 -2.939 3.661
H -7.053 7.500 1.044
H -2.596 -0.383 1.312
H -1.978 -7.744 4.048
H 0.358 5.831 -12.216
H 4.549 2.998 -8.224
H -3.697 -4.371 -1.835
H 0.901 5.167 5.436
H 0.037 3.300 3.224
H -4.327 -4.861 2.181
H -3.389 -1.918 1.597
H 2.131 0.369 3.977
H -1.810 3.815 -3.524
H -1.074 6.373 6.337
H 0.323 7.900 -3.905
H 4.538 0.219 3.406
H -2.610 0.716 -7.206
H -1.014 -6.103 2.441
H -1.318 -5.377 -0.553
H 0.399 3.863 -7.554
H -5.232 9.113 0.508
H -3.714 5.068 -9.647
H -1.705 7.086 -12.848
H 6.285 -6.272 6.217
H 6.340 -8.348 0.281
H -1.407 7.557 -2.139
H -1.367 -2.664 -0.072
H -0.830 12.026 -3.995
H -0.772 -8.163 6.193
H 0.806 -2.812 2.593
H -3.658 -8.341 -0.228
H -4.480 4.385 -0.401
H -2.521 6.271 5.309
H 4.756 2.290 2.221
H 3.890 -6.300 5.575
H 2.885 -3.711 8.590
H 0.196 -1.181 -0.413
H 3.171 2.204 1.525
H 0.561 5.748 3.800
H -0.619 0.040 0.506
H 2.640 -1.551 5.355
H 2.872 2.179 4.446
H 2.430 -6.534 2.558
H 6.985 -4.871 8.160
H 0.616 10.190 -4.857
H 6.191 -5.982 1.043
H 2.502 4.808 3.481
H -1.828 3.552 1.677
H 4.404 -9.862 0.711
H -2.766 9.508 -1.412
H 1.776 -1.379 0.956
H 2.101 -3.147 4.762
H -1.558 -2.761 5.387
H -1.025 7.023 4.695
H 4.058 3.370 4.008
H 2.932 -6.367 -2.717
H 3.024 -2.035 2.506
H 0.887 -7.552 -3.514
H -1.792 4.700 -5.861
H -4.119 -7.337 2.013
H 2.402 -8.935 1.879
H 4.114 -0.011 1.732
H -3.789 6.691 -11.534
H 1.350 -6.917 6.633
H 5.241 -3.563 9.374
H 0.471 2.239 -5.662
H 1.980 3.798 2.133

Löwdin atomic charge list, values in e, 2 entries:
1 S 0.691
2 S 0.993